1.
Entry from the OMol25 dataset: one molecule with the formula C17H27N3O5S (ωB97M-V/def2-TZVPD).

```
53
Properties=species:S:1:pos:R:3
C 4.9486 1.6082 0.5348
H 5.8873 1.8977 -0.1834
O 4.3215 0.7715 -0.3407
C 3.1027 0.0938 0.1981
C 2.5838 0.2323 1.3437
C 1.3457 -0.2904 1.9969
C 0.6397 -1.2197 1.2989
C 1.1955 -1.3744 -0.2483
C 2.3181 -0.7697 -0.6925
C 2.9476 -1.1489 -1.9681
H 3.8173 -1.3965 -1.8568
H 2.9601 -0.0854 -2.6198
H 2.2480 -1.9291 -2.6183
H 0.7279 -2.0134 -0.7225
S -0.8121 -1.7684 1.6792
O -1.8936 -0.7792 1.7751
O -0.4662 -2.3565 3.1891
N -1.3269 -3.1208 1.0135
C -0.2986 -4.0946 0.8287
H -1.0064 -5.0748 1.1395
H 0.1099 -4.2674 -0.1362
H 0.1687 -4.0009 1.8822
C -2.2626 -2.7835 -0.0749
C -1.7211 -2.1270 -1.1705
O -1.1872 -2.6014 -2.5394
N -1.6004 -0.8205 -1.2394
H -1.9476 -0.5891 -0.3556
C -1.0626 0.2118 -2.2342
C -1.8604 1.3777 -1.9600
N -1.7746 1.7688 -0.6055
C -2.8876 2.8095 -0.3760
C -2.9601 2.8220 1.0700
O -1.6833 3.4200 1.6933
C -0.6740 2.3968 1.3028
C -0.5873 2.2860 -0.1882
H 0.3000 1.8633 -0.3827
H -0.3077 3.3366 -0.8323
H 0.2555 2.9992 1.9896
H -0.8254 1.5797 1.7948
H -3.8283 3.6689 1.6000
H -3.0201 1.7817 1.8055
H -3.9789 2.3362 -0.4276
H -2.8752 3.6529 -0.7570
H -2.8629 1.1826 -2.3880
H -1.3725 2.2108 -2.7846
H -1.0936 -0.4365 -3.2112
H 0.0626 0.0342 -1.9892
H -2.9555 -2.4647 0.3122
H -2.5785 -3.7948 -0.5389
H 0.8831 0.0632 2.9808
H 3.0952 1.1520 2.0959
H 5.3062 1.1995 1.3180
H 4.4861 2.5505 0.5994
```

Computed properties:
Energy above the lowest of the compared OMol25 structures with the same formula, charge and spin (kcal per mole): 447.9
Calculated total energy (eV): -43590.173
HOMO energy (eV): -9.1
Multiplicity: 1
HOMO-LUMO gap (eV): 8.8
SMILES: COc1ccc(S(=O)(=O)N(C)CC(=O)NCCN2CCOCC2)cc1C

2.
Entry from the OMol25 dataset: a 10-piece molecular cluster, C4H31N2O9 overall (ωB97M-V/def2-TZVPD).

```
46
Properties=species:S:1:pos:R:3
C -2.0271 1.7956 -0.5399
C -1.4043 1.8082 -1.8667
C 0.0473 1.1883 -1.7850
C 1.1029 2.2474 -1.3014
N 1.8624 1.7815 -0.1530
N -2.5984 0.4498 -0.3530
H -1.2416 2.0385 0.2324
H -2.6590 2.6616 -0.2679
H -1.5964 2.9561 -2.0790
H -2.0905 1.3691 -2.5371
H 0.0504 0.3119 -1.1251
H 0.3269 0.6462 -2.6632
H 0.5704 3.1550 -1.1861
H 1.9667 2.4405 -2.0278
H 1.3666 1.1880 0.4231
H 2.1568 2.5117 0.5284
H -1.8273 -0.3529 -0.6724
H -3.4658 0.3408 -0.8005
H -2.7562 0.2822 0.7089
H -0.3239 -1.5425 -1.6790
H -1.1372 -2.2863 -2.7361
O -1.1946 -1.6121 -2.1022
H 2.9746 0.8721 -3.2416
H 3.0913 0.6431 -1.7495
O 2.6655 0.1714 -2.5672
H -2.9223 -1.5258 2.4895
H -1.3923 -1.8840 1.9920
O -2.1921 -1.3895 1.8748
H 2.2653 -0.7162 1.3645
H 1.3861 -1.6073 0.4985
O 2.0072 -1.6280 1.3572
H -0.1015 -2.4821 3.8678
H 0.8484 -2.1427 2.5895
O 0.0184 -2.0394 3.1058
H 1.7059 -1.0669 -1.6469
H 1.7178 -2.5699 -1.3772
O 1.2702 -1.7486 -1.1678
H -1.3516 1.8058 2.8733
H -2.7567 2.5480 2.5268
O -2.0240 2.0753 2.2276
H 0.7014 0.4769 3.3508
H -0.1338 -0.0889 2.4120
O 0.3538 0.7501 2.5063
H 2.8616 -4.3757 0.0192
H 1.8892 -3.5429 0.7363
O 1.9894 -3.9135 -0.0587
```

Computed properties:
Energy above the lowest of the compared OMol25 structures with the same formula, charge and spin (kcal per mole): 48.1
Calculated total energy (eV): -26053.717
HOMO energy (spin up / spin down) (eV): -2.1 / -9.7
⟨S²⟩: 0.751
Multiplicity: 2
HOMO-LUMO gap (spin up / spin down) (eV): 2.4 / 9.9

3.
Entry from the OMol25 dataset: one molecule with the formula CH2N2O2S (ωB97M-V/def2-TZVPD).

```
8
Properties=species:S:1:pos:R:3
C -0.2451 -0.4807 -0.6119
N 0.2838 0.0735 0.5149
N -0.2355 1.1551 1.2129
O -1.2251 1.5700 0.7167
O 0.3238 1.3350 2.2613
S 0.5246 -1.5029 -1.6273
H -1.2411 0.0140 -0.6355
H 0.9805 -0.4657 0.9104
```

Computed properties:
Energy above the lowest of the compared OMol25 structures with the same formula, charge and spin (kcal per mole): 133.9
Calculated total energy (eV): -18975.524
HOMO energy (eV): -9.5
Multiplicity: 1
HOMO-LUMO gap (eV): 8.5
SMILES: O=[N+]([O-])NC=S

4.
Entry from the OMol25 dataset: a 3-piece molecular cluster, C4H14NO3 overall (ωB97M-V/def2-TZVPD).

```
22
Properties=species:S:1:pos:R:3
C 1.3154 -1.0362 -1.3162
C -0.2300 -0.8063 -1.2573
C -0.9419 -1.9845 -0.6004
N -0.5472 0.4966 -0.7182
C -0.0540 0.8455 0.6539
O -0.2575 -0.0901 1.5182
H 1.6042 -0.9651 -0.1347
H 1.4716 -1.9939 -1.5142
H 1.7514 -0.3184 -1.9809
H -0.4510 -0.8197 -2.3537
H -0.4030 -2.0730 0.3779
H -2.0067 -1.7169 -0.3887
H -0.7981 -2.8798 -1.1436
H -1.5566 0.6528 -0.9100
H 1.0156 1.1252 0.4685
H -0.7419 1.6937 0.8386
H -0.5443 3.4434 -0.3079
H -1.5863 4.4415 0.0586
O -0.6985 4.3374 -0.3740
H 1.5880 -1.5006 3.0690
H 0.6869 -0.2451 2.6161
O 1.3841 -0.6064 3.3991
```

Computed properties:
Energy above the lowest of the compared OMol25 structures with the same formula, charge and spin (kcal per mole): 65.9
Calculated total energy (eV): -12003.648
HOMO energy (spin up / spin down) (eV): -10.0 / -9.9
⟨S²⟩: 0.758
Multiplicity: 2
HOMO-LUMO gap (spin up / spin down) (eV): 10.4 / 6.8

5.
Entry from the OMol25 dataset: a 2-piece molecular cluster, C24H49Cl2FN6O5S2 overall (ωB97M-V/def2-TZVPD).

```
89
Properties=species:S:1:pos:R:3
C 4.0031 -0.9464 1.9303
C 4.1821 0.5542 2.2379
N 3.7580 1.4504 1.1460
C 2.3229 1.7377 1.2188
C 1.5045 0.6122 0.4934
N 0.3497 1.1770 -0.1869
C 0.4466 1.4170 -1.5855
F 1.7226 1.8753 -1.8344
C 0.2131 0.2500 -2.5766
C 0.5271 -1.1688 -2.0852
C 0.8230 -2.0540 -3.3474
C 0.1275 -3.4142 -3.1785
S 0.9340 -4.4414 -1.9376
O 0.0103 -4.9063 -0.9912
O 2.0290 -3.7074 -1.4181
Cl 1.6963 -6.0560 -2.9677
C -0.4359 2.6496 -1.9282
C -0.4643 2.9566 -3.4456
N -0.6357 4.3888 -3.7074
N -1.7988 2.6103 -1.2704
N -2.8560 2.9311 -2.1898
C -2.1008 1.3389 -0.5320
C -3.4823 1.3318 0.1668
C -4.4794 0.4588 -0.6367
C -5.6628 -0.0122 0.2269
Cl -7.2123 0.7400 -0.3085
C -0.9522 0.9085 0.4050
C -1.0016 1.7130 1.7401
N -0.6718 3.1471 1.4942
C -1.2260 -0.6101 0.7098
C -1.6148 -0.9543 2.1441
C -1.8431 -2.4740 2.2639
S -3.4336 -3.0164 1.5807
C 4.4964 2.6772 1.1265
C 5.0045 3.3298 2.3999
O 4.7308 3.1883 0.0907
H 4.8856 -1.4882 2.2585
H 3.8885 -1.1555 0.8662
H 3.1276 -1.3731 2.4177
H 5.2250 0.7374 2.4953
H 3.6046 0.7661 3.1516
H 2.1287 2.6379 0.6424
H 1.9744 1.8506 2.2555
H 2.2370 0.1521 -0.1629
H 1.2687 -0.1248 1.2636
H -0.8019 0.2765 -2.9843
H 0.8585 0.4411 -3.4360
H -0.3510 -1.6230 -1.6373
H 1.4092 -1.2521 -1.4614
H 1.8870 -2.2673 -3.4037
H 0.4444 -1.6040 -4.2639
H -0.9102 -3.2845 -2.8758
H 0.0954 -3.9847 -4.1081
H 0.0899 3.4867 -1.4744
H 0.5364 2.7071 -3.7904
H -1.1722 2.3379 -3.9909
H 0.2672 4.8360 -3.5768
H -1.2298 4.8345 -3.0171
H -1.8344 3.3548 -0.5728
H -3.5252 3.5583 -1.7634
H -3.2841 2.0854 -2.5446
H -2.1564 0.5604 -1.2937
H -3.4298 0.8694 1.1439
H -3.8405 2.3626 0.2298
H -4.0048 -0.4323 -1.0438
H -4.8997 1.0803 -1.4294
H -5.5102 0.1591 1.2873
H -5.8071 -1.0778 0.0938
H -1.9841 1.7057 2.2038
H -0.2608 1.3437 2.4388
H -1.5288 3.6796 1.3787
H -0.1840 3.5386 2.2897
H -2.0504 -0.9678 0.0836
H -0.3548 -1.2174 0.4806
H -2.5373 -0.4796 2.4886
H -0.8341 -0.7355 2.8727
H -0.9772 -2.9632 1.8170
H -1.8032 -2.6882 3.3255
H -4.1829 -3.0697 2.7008
H 4.7862 4.3939 2.4027
H 4.5581 2.9180 3.3054
H 6.0853 3.2109 2.4456
C 1.8998 -5.8026 1.7730
C 1.1663 -4.8448 2.7305
O 1.8837 -4.0431 3.3748
O -0.0831 -4.9646 2.7582
H 2.9779 -5.6394 1.7995
H 1.6960 -6.8370 2.0571
H 1.5466 -5.6464 0.7514
```

Computed properties:
Calculated total energy (eV): -94288.832
HOMO energy (eV): -6.0
Multiplicity: 1
HOMO-LUMO gap (eV): 4.8

6.
Entry from the OMol25 dataset: one molecule with the formula C3H5NSSi (ωB97M-V/def2-TZVPD).

```
11
Properties=species:S:1:pos:R:3
C -1.7620 -1.1735 0.1370
C -2.5475 1.2607 -0.0348
C -0.4126 0.5153 0.2085
N -1.2672 1.4033 0.0765
Si 1.3747 0.1136 0.0041
S -3.1617 -0.3852 -0.0398
H -1.6793 -2.2335 0.2273
H -3.2465 2.0668 -0.1306
H 2.1473 0.9698 0.9081
H 1.7946 0.3513 -1.3830
H 1.5214 -1.2979 0.3477
```

Computed properties:
Energy above the lowest of the compared OMol25 structures with the same formula, charge and spin (kcal per mole): 70.7
Calculated total energy (eV): -23390.657
HOMO energy (spin up / spin down) (eV): -7.8 / -7.8
Multiplicity: 1
HOMO-LUMO gap (spin up / spin down) (eV): 7.9 / 7.9

7.
Entry from the OMol25 dataset: a 2-piece molecular cluster, C3H11N3 overall (ωB97M-V/def2-TZVPD).

```
17
Properties=species:S:1:pos:R:3
C 2.4374 0.0496 -2.4986
C 2.6164 -0.4954 -1.0798
N 2.0775 0.4204 -0.0813
H 1.6695 -0.4547 -3.0893
H 1.9219 1.0294 -2.4280
H 3.4361 0.2350 -2.9171
H 2.1360 -1.4548 -0.9457
H 3.7032 -0.5278 -0.8927
H 2.1499 0.1490 0.8811
H 2.4387 1.3580 -0.4039
N -2.5534 -0.3577 1.6555
C -3.8785 0.0169 1.7409
N -4.1987 0.4600 2.8854
H -2.0366 -0.3932 2.5112
H -2.3860 -0.7887 0.7606
H -4.3915 0.0130 0.7884
H -5.1420 0.7411 3.1133
```

Computed properties:
Energy above the lowest of the compared OMol25 structures with the same formula, charge and spin (kcal per mole): 37.6
Calculated total energy (eV): -7758.455
HOMO energy (eV): -8.9
Multiplicity: 1
HOMO-LUMO gap (eV): 9.8
SMILES: [H]/N=C/N.CCN

8.
Entry from the OMol25 dataset: C25H15MoN3O5S7 as an isolated structure (ωB97M-V/def2-TZVPD).

```
56
Properties=species:S:1:pos:R:3
Mo 1.1839 0.1267 0.2692
O -0.5105 -2.7755 -0.7568
S -0.2405 -2.2237 0.5216
O 1.1951 -1.9371 0.8833
N -0.5981 -0.6007 0.5356
C -1.7658 0.1777 0.5797
C -3.0582 -0.2321 0.7313
C -4.0837 0.7372 0.7226
C -3.7974 2.0682 0.5887
C -2.4544 2.5052 0.4562
C -2.0532 3.8544 0.3320
C -0.7226 4.1618 0.2214
C 0.2245 3.1374 0.2253
N -0.1133 1.8583 0.3430
C -1.4481 1.5412 0.4561
C -0.9727 -3.1494 1.7710
C -0.8489 -2.7491 3.1026
C -1.3919 -3.5663 4.0729
C -2.0254 -4.7537 3.7080
C -2.1335 -5.1332 2.3756
C -1.6067 -4.3277 1.3818
H -3.3007 -1.2832 0.8337
H -5.1098 0.4124 0.8277
H -4.5928 2.8038 0.5853
H -2.8038 4.6368 0.3197
H -0.3858 5.1837 0.1136
H 1.2773 3.3561 0.1210
H -0.3408 -1.8326 3.3695
H -1.3167 -3.2869 5.1152
H -2.4390 -5.3927 4.4785
H -2.6257 -6.0586 2.1095
H -1.6767 -4.5995 0.3355
O 5.0880 2.3845 5.6244
C 4.4207 2.0470 4.7136
S 4.9567 2.1177 2.9992
C 3.5157 1.4299 2.3595
C 2.4962 1.0702 3.2589
S 1.0462 0.4185 2.7085
S 2.7583 1.3502 4.9244
S 3.3164 1.1996 0.7166
O -1.0124 0.8425 -2.4042
S 0.1940 1.5433 -2.7273
O 0.2314 2.9655 -2.7239
N 1.4292 0.8967 -1.6623
C 2.0746 -0.0850 -2.3094
S 2.8194 -1.1952 -1.3102
C 1.9210 -0.0806 -3.7520
C 2.6230 -0.8185 -4.6892
C 2.3354 -0.5974 -6.0296
C 1.3730 0.3340 -6.4095
C 0.6594 1.0735 -5.4684
C 0.9559 0.8394 -4.1478
H 3.3802 -1.5314 -4.3821
H 2.8727 -1.1493 -6.7892
H 1.1733 0.4947 -7.4612
H -0.0926 1.7914 -5.7692
```

Computed properties:
Calculated total energy (eV): -118564.093
HOMO energy (spin up / spin down) (eV): -14.1 / -14.1
Multiplicity: 1
Total charge: +2
HOMO-LUMO gap (spin up / spin down) (eV): 5.6 / 5.6

9.
Entry from the OMol25 dataset: one molecule with the formula C7H9P (ωB97M-V/def2-TZVPD).

```
17
Properties=species:S:1:pos:R:3
C 2.6144 -0.5179 0.2246
C 1.4224 -0.6755 0.1384
C -2.6465 0.3416 0.6288
C -1.2414 0.2600 0.2536
C -3.4743 -0.6813 0.4241
C -0.7617 -0.0289 -1.1644
C 3.9564 -0.0939 0.3196
P -0.2234 -1.3903 0.0005
H -3.0354 1.1640 1.1420
H -0.4826 0.8391 0.6920
H -4.5744 -0.8316 0.6659
H -2.8877 -1.5303 0.2322
H -1.4421 -0.4404 -1.9096
H 0.1695 0.3398 -1.6652
H 4.1373 0.4380 -0.5869
H 4.0070 0.5276 1.2136
H 4.5163 -1.0494 0.3516
```

Computed properties:
Energy above the lowest of the compared OMol25 structures with the same formula, charge and spin (kcal per mole): 64.3
Calculated total energy (eV): -16689.456
HOMO energy (eV): -8.4
Multiplicity: 1
HOMO-LUMO gap (eV): 9.4
SMILES: C=C[C@@H]1CP1C#CC

10.
Entry from the OMol25 dataset: one molecule with the formula C5H9N3O3S (ωB97M-V/def2-TZVPD).

```
21
Properties=species:S:1:pos:R:3
C 1.5310 1.2741 0.3551
C 2.3283 -0.8884 -0.0245
C 0.4317 1.2222 -0.6605
C 0.0401 -0.2031 -0.9647
C -0.5715 -0.7281 2.0020
N 2.3382 0.3544 0.6444
N 1.2513 -1.1448 -0.8159
N -0.5610 -0.3891 -2.2259
O 3.2338 -1.6680 0.1048
O -1.5029 -2.1631 -0.0518
O -2.3289 0.1430 0.2038
S -1.2348 -0.7956 0.3033
H 1.6589 2.2107 0.8906
H -0.4510 1.7598 -0.3035
H 0.7788 1.7139 -1.5762
H -0.6618 0.2935 2.3482
H -1.1650 -1.3970 2.6145
H 0.4608 -1.0532 1.9784
H 1.1535 -2.0549 -1.2336
H -0.8285 -1.3618 -2.3504
H -1.4029 0.1744 -2.2806
```

Computed properties:
Energy above the lowest of the compared OMol25 structures with the same formula, charge and spin (kcal per mole): 0.2
Calculated total energy (eV): -26778.519
HOMO energy (eV): -10.0
Multiplicity: 1
HOMO-LUMO gap (eV): 10.1
SMILES: CS(=O)(=O)[C@@]1(N)CC=NC(=O)N1

11.
Entry from the OMol25 dataset: one molecule with the formula HNO2S (ωB97M-V/def2-TZVPD).

```
5
Properties=species:S:1:pos:R:3
N 0.2740 -0.6031 0.5253
O 0.5890 -1.3972 1.3793
O -0.3407 1.1937 -0.9995
S -0.8890 -0.4811 -0.4816
H 0.3667 1.2877 -0.4235
```

Computed properties:
Energy above the lowest of the compared OMol25 structures with the same formula, charge and spin (kcal per mole): 49.6
Calculated total energy (eV): -16432.448
HOMO energy (eV): -9.4
Multiplicity: 1
HOMO-LUMO gap (eV): 8.8
SMILES: O=NSO

12.
Entry from the OMol25 dataset: BrCuH8O4 as an isolated structure (ωB97M-V/def2-TZVPD).

```
14
Properties=species:S:1:pos:R:3
Cu 0.1267 -0.0673 -0.3313
Br 1.1643 0.7620 -2.0804
O 0.3526 1.0944 0.8541
H 1.1591 1.5736 1.0443
H -0.3466 1.6657 1.1717
O -0.3613 -1.5802 -0.9126
H -1.0638 -1.5454 -0.2633
H -0.3406 -2.4945 -1.1951
O 1.1505 -0.7555 0.9219
H 0.8030 -0.5610 1.7924
H 1.7793 -1.4624 1.0670
O -1.3106 0.8908 -0.4220
H -1.3417 1.8475 -0.4263
H -1.7709 0.6322 -1.2204
```

Computed properties:
Calculated total energy (eV): -122995.129
HOMO energy (eV): -5.7
Multiplicity: 1
HOMO-LUMO gap (eV): 5.5